This record from the Open Molecules 2025 dataset describes the molecule C5H11NO. The level of theory is ωB97M-V/def2-TZVPD.

CARTESIAN COORDINATES (ANGSTROEM)
C (1.44848, 1.69023, 0.62359)
N (0.02080, 1.57588, 0.79856)
C (-0.81975, 0.71811, 0.15158)
O (-2.02165, 0.88758, 0.19781)
C (-0.18020, -0.51893, -0.54525)
C (0.38408, -1.43938, 0.53171)
C (-1.26748, -1.16894, -1.40029)
H (1.90874, 2.02453, 1.55470)
H (1.70714, 2.41694, -0.14154)
H (1.90245, 0.72768, 0.40213)
H (-0.48638, 2.23338, 1.36852)
H (0.54151, -0.07415, -1.24122)
H (-0.21573, -2.33722, 0.68138)
H (1.41143, -1.74482, 0.34191)
H (0.33969, -0.98465, 1.52141)
H (-0.84921, -1.86707, -2.12765)
H (-1.85255, -0.43212, -1.94814)
H (-1.97138, -1.70707, -0.76921)

Forces on atoms 1 to 6 (eV/Å):
C 0.132 0.093 0.506
N -0.180 -0.345 -0.039
C 0.181 -0.531 -0.051
O -0.173 -0.022 0.070
C -1.192 1.280 -0.275
C 0.268 -0.259 0.408

The charge is 0. For the HOMO energy, the calculation gives -9.43 eV. The energy is -8901.227 eV. As for the energy above the lowest of the compared OMol25 structures with the same formula, charge and spin: 0.471 eV. The structure (SMILES) is CNC(=O)C(C)C.